Computed, not measured: one molecule with the formula C2H5N3S in a non-equilibrium geometry, with ωB97M-V/def2-TZVPD.

Geometry (Å):
H  -3.6043  0.9821  -0.3231
N  -3.5422  -0.0165  -0.0779
C  -2.3289  -0.3939  0.0779
N  -1.1373  0.3747  0.0419
C  0.0718  -0.2338  0.0238
N  1.1038  0.5183  0.0668
S  2.6292  -0.1839  -0.0576
H  -2.0922  -1.4355  0.2892
H  -1.1415  1.3951  0.0038
H  0.0642  -1.3188  -0.1293
H  3.2802  0.9498  0.2563

Cartesian forces, eV/Å:
0.06 -0.36 0.24
1.30 -0.03 -0.06
-0.17 1.12 -0.10
-2.22 -0.26 -0.01
1.55 0.60 -0.38
-0.56 -0.45 0.10
0.37 0.04 0.04
-0.26 -0.03 -0.03
-0.11 -0.56 0.02
0.04 0.14 0.25
-0.01 -0.22 -0.06

Highest occupied orbital energy: -8.32 eV
LUMO level: 0.96 eV
Molar mass: 103.15 g mol⁻¹
Charge: 0
SMILES: [H]/N=C\N/C=N/S
Kohn-Sham gap: 9.3 eV